[1]
Here is a structure of composition C20H20BF4N4Na at a distorted geometry from OMol25. Energies are from ωB97M-V/def2-TZVPD.

Properties
E in a.u.: -1580.0579
LUMO level in eV: 0.14
HOMO-LUMO gap in Eh: 0.359
Largest force on an atom in eV/Å: 2.407

Last column: Mulliken charge in e.
Positions of all 50 atoms, in Å:
Na: 6.34395 -1.39273 15.83901  0.990
B: 7.22574 -3.15668 13.61533  0.647
F: 6.87730 -1.78676 13.56088  -0.380
F: 6.21111 -3.92732 13.02415  -0.403
F: 8.45025 -3.27725 12.97277  -0.341
F: 7.41157 -3.41921 15.11585  -0.464
N: 6.94377 -2.01195 18.25816  0.244
C: 6.14667 -1.91519 19.33976  -0.261
C: 6.58709 -2.13121 20.65500  -0.722
C: 7.93514 -2.46911 20.82329  -0.246
C: 8.80031 -2.47760 19.73325  -1.070
C: 8.25216 -2.25130 18.46430  -0.112
H: 5.11483 -1.67289 19.13496  0.429
H: 5.90018 -2.01658 21.48327  0.396
H: 8.33090 -2.57170 21.80919  0.388
H: 9.84127 -2.79004 19.75733  0.401
H: 8.91244 -2.18842 17.61745  0.567
N: 4.81920 0.43231 15.11835  0.085
C: 4.13915 0.09117 13.99809  -0.034
C: 3.43901 1.00743 13.19234  -0.963
C: 3.58235 2.35681 13.44804  -0.133
C: 4.28556 2.73443 14.59178  -0.580
C: 4.88054 1.77062 15.37765  -0.339
H: 4.25679 -0.96569 13.71114  0.439
H: 2.92824 0.68765 12.28773  0.358
H: 3.13725 3.11067 12.82074  0.385
H: 4.42802 3.78383 14.76690  0.395
H: 5.46656 2.04974 16.21802  0.373
N: 8.43465 -0.08103 16.09017  -0.036
C: 9.52226 -0.54559 15.42348  -0.060
C: 10.85798 -0.23506 15.73170  -0.793
C: 11.04028 0.50711 16.93043  -0.257
C: 9.94644 0.89629 17.73507  -0.877
C: 8.70761 0.56392 17.22771  -0.045
H: 9.32911 -1.15337 14.55082  0.381
H: 11.65476 -0.45834 15.01126  0.415
H: 12.00677 0.68314 17.33904  0.388
H: 10.00603 1.40875 18.68095  0.442
H: 7.83433 0.78583 17.82877  0.403
N: 4.10908 -2.51932 16.18790  0.081
C: 2.83596 -2.10680 16.21897  -0.235
C: 1.76194 -2.95567 16.18044  -0.749
C: 2.00690 -4.34251 16.07993  -0.172
C: 3.35718 -4.82560 15.98593  -0.927
C: 4.38410 -3.83864 16.08631  -0.023
H: 2.68096 -1.01928 16.33248  0.435
H: 0.80895 -2.45613 16.23202  0.391
H: 1.20284 -5.07399 16.09160  0.362
H: 3.67595 -5.86220 15.91584  0.408
H: 5.42613 -4.12251 16.21839  0.415

=====

[2]
Here is a structure of composition C20H20BFeN10O6 from OMol25. Energies are from ωB97M-V/def2-TZVPD.

Properties
E in a.u.: -3061.8960
LUMO level (spin up / spin down) in eV: -0.38 / 0.00
HOMO-LUMO gap (spin up / spin down) in Eh: 0.302 / 0.326
Largest force on an atom in eV/Å: 0.568
Multiplicity: 2

Last column: Mulliken spin population.
Positions of all 58 atoms, in Å:
Fe: 0.19572 -0.25776 0.30934  0.952
C: -4.06340 -0.76453 -0.34284  0.002
C: -2.75994 -0.57505 -0.80252  0.007
N: -1.92104 -0.52573 0.22367  -0.012
N: -2.64305 -0.71402 1.34160  -0.001
C: -3.93801 -0.85984 1.03085  0.001
B: -1.87857 -0.81157 2.67314  -0.013
N: -0.76849 -1.87333 2.50874  0.006
C: -0.54603 -2.98550 3.22639  0.000
C: 0.56066 -3.62750 2.71207  -0.001
C: 0.97255 -2.81860 1.64941  -0.003
N: 0.16526 -1.77322 1.54244  -0.040
N: -1.21502 0.57450 2.82851  -0.002
C: -1.26675 1.50205 3.79046  0.001
C: -0.39875 2.52743 3.45396  0.000
C: 0.17324 2.12429 2.24970  0.011
N: -0.33993 0.95652 1.87995  -0.019
H: -4.95841 -0.86515 -0.93029  0.000
H: -2.38105 -0.51694 -1.80808  -0.001
H: -4.66505 -1.04614 1.80301  0.000
H: -2.59489 -1.07173 3.59346  0.000
H: -1.19393 -3.23754 4.04823  0.000
H: 1.00605 -4.54383 3.05346  0.000
H: 1.79552 -2.93543 0.96764  -0.002
H: -1.90638 1.36120 4.64500  0.000
H: -0.18872 3.42180 4.01205  0.000
H: 0.93654 2.59062 1.65012  -0.001
O: 5.33870 -2.52707 -2.73430  -0.001
C: 4.27019 -2.05390 -2.05104  -0.006
C: 4.40420 -1.26276 -0.91195  0.005
C: 3.24642 -0.83258 -0.29809  -0.003
N: 2.05067 -1.15797 -0.73619  0.079
C: 1.91906 -1.86778 -1.84101  0.006
C: 3.00022 -2.35539 -2.54118  0.004
C: 0.46848 -1.94505 -2.24667  0.004
O: 0.12367 -2.47109 -3.29145  0.007
O: -0.28835 -1.38957 -1.37151  0.027
C: 3.14436 0.10673 0.87438  0.007
O: 4.13154 0.53827 1.43985  0.003
O: 1.91640 0.36365 1.16918  -0.001
H: 6.15149 -2.23077 -2.30970  0.000
H: 5.36606 -0.96208 -0.51587  0.001
H: 2.86203 -2.92156 -3.45083  0.000
C: -2.11690 3.72644 -2.72885  0.000
N: -1.02164 2.90421 -2.27513  0.000
C: 0.01107 2.38452 -3.14313  0.000
C: 0.78089 1.47259 -2.19149  0.000
O: 1.80938 0.91910 -2.46832  0.000
N: 0.08634 1.41869 -0.98372  -0.016
C: -0.92584 2.28164 -1.08385  -0.006
N: -1.75513 2.57314 -0.08343  0.000
H: -1.76236 4.36421 -3.53600  0.000
H: -2.46450 4.38723 -1.93443  0.000
H: -2.95574 3.12906 -3.09665  0.000
H: 0.66884 3.16992 -3.51715  0.000
H: -0.38502 1.81110 -3.98454  0.000
H: -1.67299 2.05133 0.77551  0.000
H: -2.57971 3.12073 -0.24189  0.000

=====

[3]
Here is a structure of composition C20H20Cl2N3O3PdS2 from OMol25. Energies are from ωB97M-V/def2-TZVPD.

Properties
E in a.u.: -3008.4077
Net charge: +1
LUMO level (spin up / spin down) in eV: -2.05 / -4.74
HOMO-LUMO gap (spin up / spin down) in Eh: 0.351 / 0.263
Largest force on an atom in eV/Å: 0.168
Multiplicity: 5

Last column: Mulliken spin population.
Positions of all 51 atoms, in Å:
Pd: 0.23336 0.66594 0.21648  1.420
C: 5.17657 2.92284 4.95771  0.000
C: 3.93149 2.26055 4.43997  -0.001
C: 2.90952 3.01720 3.87294  -0.001
C: 1.74180 2.42032 3.42289  -0.001
C: 1.60088 1.04634 3.53850  0.006
C: 2.59980 0.26818 4.10956  -0.003
C: 3.75954 0.88013 4.54981  0.001
S: 0.11627 0.27067 3.00210  -0.017
O: -0.66084 1.28873 2.25791  0.082
O: -0.55266 -0.37312 4.08913  0.019
N: 0.68188 -0.76149 1.88456  0.200
C: -0.33377 -1.62980 1.40771  0.024
C: -0.74027 -2.81607 1.99558  0.013
C: -1.72145 -3.54616 1.34885  -0.006
C: -2.26199 -3.08855 0.15049  0.009
C: -1.80900 -1.89319 -0.36859  -0.001
N: -0.86818 -1.19203 0.26480  0.149
H: 5.46833 3.76362 4.32945  0.000
H: 6.00840 2.22214 5.00799  0.000
H: 5.00733 3.30908 5.96472  0.000
H: 3.02568 4.09094 3.78840  0.000
H: 0.94309 3.00866 2.99226  -0.003
H: 2.46638 -0.80161 4.20720  0.001
H: 4.54343 0.28059 4.99591  0.000
H: -0.30063 -3.13265 2.92973  0.000
H: -2.07022 -4.47623 1.77750  -0.001
H: -3.02691 -3.64712 -0.36842  0.001
H: -2.19319 -1.47562 -1.28938  0.001
Cl: -2.68297 2.91447 -2.98788  0.039
C: -1.41548 3.93763 -2.45813  0.224
C: -1.32171 5.24153 -2.87973  -0.086
C: -0.27754 6.04506 -2.42660  0.230
C: 0.69189 5.55644 -1.54503  -0.083
C: 0.61157 4.26031 -1.11824  0.206
Cl: 1.77203 3.59113 -0.02908  0.042
C: -0.44782 3.39724 -1.55402  0.005
N: -0.48597 2.17433 -1.11432  1.426
H: -2.06302 5.63343 -3.56155  0.001
H: -0.21533 7.07031 -2.76359  0.015
H: 1.49727 6.18928 -1.20011  0.003
C: 3.67846 -0.74807 0.57371  -0.003
S: 2.54447 -1.25862 -0.70824  0.001
C: 3.71708 -1.53976 -2.02294  0.005
O: 1.83705 0.02338 -1.15129  0.077
H: 4.32319 -1.59090 0.82269  0.000
H: 3.07695 -0.47944 1.44205  0.001
H: 4.25967 0.10070 0.21663  0.000
H: 4.36384 -2.37107 -1.74498  0.002
H: 4.29112 -0.62933 -2.18623  0.000
H: 3.14760 -1.79633 -2.91323  0.000

=====

[4]
Here is the molecule C20H20ClF3N6O from OMol25. Energies are from ωB97M-V/def2-TZVPD.

Properties
SMILES: Cc1c(CNC(=O)c2nn3c(c2Cl)N[C@H](c2ccccc2)C[C@H]3C(F)(F)F)cnn1C
E in a.u.: -1937.7470
LUMO level in eV: 0.47
HOMO-LUMO gap in Eh: 0.325
Largest force on an atom in eV/Å: 0.947

Last column: Mulliken charge in e.
Positions of all 51 atoms, in Å:
C: 1.01524 4.51449 0.98611  -1.521
C: 1.94599 4.01405 2.02695  0.271
C: 3.03971 3.16600 1.94038  1.043
C: 3.50948 3.06309 3.25895  -0.843
N: 2.77730 3.78798 4.08134  -1.060
N: 1.83509 4.35566 3.33055  0.847
C: 0.85550 5.21577 3.92468  -0.849
H: 1.05156 5.24545 4.99425  0.296
H: 0.92571 6.22572 3.51470  0.302
H: -0.15182 4.83238 3.74895  0.299
H: 4.34577 2.50226 3.62612  0.497
C: 3.56704 2.48443 0.72106  -1.185
N: 2.66793 1.44549 0.25950  -0.077
C: 1.92865 1.56481 -0.85863  0.130
O: 1.99709 2.50301 -1.63196  -0.671
C: 1.01876 0.41353 -1.06386  0.899
N: 0.75144 -0.44266 -0.08699  -1.452
N: -0.09423 -1.34490 -0.60182  1.232
C: -0.38994 -1.09044 -1.89885  -0.252
C: 0.31605 0.05660 -2.23215  -0.541
Cl: 0.29795 0.82748 -3.75924  -0.242
N: -1.18777 -1.91877 -2.63364  -0.105
H: -1.56632 -1.50142 -3.47117  0.386
C: -2.03753 -2.84411 -1.91522  0.054
C: -3.30479 -2.23512 -1.34044  0.225
C: -3.44686 -0.86935 -1.13928  -0.065
C: -4.61552 -0.36004 -0.59740  -0.812
C: -5.65102 -1.20844 -0.24954  -0.438
C: -5.51683 -2.57269 -0.44891  -0.666
C: -4.35216 -3.08130 -0.99261  -0.441
H: -4.25310 -4.14509 -1.15522  0.420
H: -6.32247 -3.24093 -0.18473  0.381
H: -6.56113 -0.80909 0.17142  0.388
H: -4.71306 0.70484 -0.44954  0.414
H: -2.65205 -0.18910 -1.40787  0.345
C: -1.18579 -3.48409 -0.80501  -1.244
H: -0.32685 -3.97748 -1.26518  0.524
H: -1.77055 -4.22348 -0.25907  0.474
C: -0.68058 -2.40974 0.16298  0.437
H: -1.49960 -2.02513 0.79119  0.145
C: 0.36477 -3.00542 1.11517  0.747
F: 1.47860 -3.37370 0.47703  -0.280
F: -0.11952 -4.10996 1.71079  -0.298
F: 0.71752 -2.17517 2.09439  -0.235
H: -2.32234 -3.63414 -2.62073  0.395
H: 2.46125 0.67256 0.87451  0.271
H: 3.66818 3.19215 -0.10710  0.433
H: 4.54404 2.04285 0.93977  0.403
H: 0.00358 4.14908 1.16807  0.315
H: 0.98560 5.60428 0.98636  0.401
H: 1.33332 4.17235 0.00515  0.305

=====

[5]
Here is the molecule C20H20ClN3O3 at a distorted geometry from OMol25. Energies are from ωB97M-V/def2-TZVPD.

Properties
SMILES: Cc1ccc(CNC(=O)CN2C(=O)N[C@](C)(c3ccccc3Cl)C2=O)cc1
E in a.u.: -1623.9070
LUMO level in eV: -0.20
HOMO-LUMO gap in Eh: 0.309
Largest force on an atom in eV/Å: 15.959

Last column: Mulliken charge in e.
Positions of all 47 atoms, in Å:
C: -5.54079 -3.06964 0.16262  -1.464
C: -4.81169 -1.72035 0.15432  1.022
C: -3.42316 -1.47726 0.13732  -0.913
C: -2.94073 -0.35286 0.23285  -0.522
C: -3.76000 0.64353 0.19480  0.500
C: -5.22076 0.59688 0.38853  -0.670
C: -5.83738 -0.69508 0.41432  -0.972
H: -6.84636 -0.63532 0.12105  0.309
H: -5.84531 1.58791 0.30839  0.184
C: -3.10322 2.13462 0.43665  -0.665
N: -2.14660 2.54034 -0.51693  -0.141
C: -0.89177 2.42483 -0.29564  0.731
O: -0.35897 2.17177 0.83454  -0.681
C: 0.20276 2.38867 -1.35092  -1.185
N: 1.41948 1.74473 -1.04897  0.227
C: 1.44513 0.50417 -0.21024  -0.224
O: 0.69624 -0.47700 -0.32136  -0.660
C: 2.83003 0.43394 0.46786  2.006
N: 3.51441 1.88983 -0.02800  -0.169
C: 2.52425 2.60984 -0.53463  0.320
O: 2.64556 3.69280 -1.11349  -0.666
H: 4.14392 2.23395 0.59209  0.291
C: 3.76793 -0.53841 0.00951  -0.497
C: 3.20272 -1.68231 -0.58761  -0.950
C: 4.06966 -2.61539 -1.39612  -0.822
C: 5.50149 -2.76177 -0.84697  -0.319
C: 5.95508 -1.91645 -0.11467  -0.632
C: 5.16561 -0.52148 0.25011  0.967
Cl: 5.80332 0.53167 1.33195  -0.202
H: 7.02393 -1.75764 0.22711  0.228
H: 6.06823 -3.48755 -1.19246  0.559
H: 3.61271 -3.63185 -1.83502  0.277
H: 2.24655 -1.71285 -0.98228  0.550
C: 2.52635 0.25544 1.86582  -1.315
H: 2.02887 -0.63589 2.08479  0.404
H: 1.91225 1.38868 2.20839  0.222
H: 3.48508 0.45753 2.30595  0.493
H: 0.37879 3.33788 -1.47182  0.634
H: -0.23049 1.73054 -2.18475  0.340
H: -2.46411 2.35057 -1.40665  0.274
H: -2.58728 2.22855 1.58454  0.266
H: -4.02747 3.04203 0.54917  0.198
H: -2.01687 -0.27721 0.29480  1.348
H: -3.00447 -2.58610 0.12185  0.162
H: -5.72620 -3.46266 0.99689  0.401
H: -6.45464 -3.07246 -0.30845  0.454
H: -4.93207 -3.83320 -0.52927  0.304

=====

[6]
Here is a structure of composition C20H20F5LiN2O3STe from OMol25. Energies are from ωB97M-V/def2-TZVPD.

Properties
E in a.u.: -2282.5583
LUMO level in eV: 0.28
HOMO-LUMO gap in Eh: 0.346
Largest force on an atom in eV/Å: 0.460

Last column: Mulliken charge in e.
Positions of all 53 atoms, in Å:
Li: -0.33779 1.15212 0.23294  1.074
C: 3.79026 1.46605 0.13056  -1.181
C: 2.42119 1.76960 -0.41638  0.773
O: 1.51679 0.94269 -0.34773  -0.552
N: 2.25344 2.98004 -0.98278  -0.115
C: 0.95734 3.47677 -1.41368  -0.910
C: 0.15561 4.09581 -0.29166  1.013
C: -0.54717 5.27432 -0.48091  -0.930
C: -1.31276 5.76701 0.56383  -0.282
C: -1.33989 5.07095 1.75850  -0.603
C: -0.60509 3.90084 1.85387  -0.257
N: 0.13053 3.41626 0.85571  -0.160
H: 3.98444 0.40278 0.00797  0.235
H: 3.78679 1.68943 1.19873  0.269
H: 4.57586 2.04841 -0.34861  0.399
H: 2.99938 3.64763 -0.88159  0.238
H: 0.38738 2.64651 -1.83508  0.225
H: 1.11931 4.20451 -2.20769  0.380
H: -0.50613 5.78633 -1.43337  0.359
H: -1.88565 6.67692 0.44198  0.397
H: -1.93691 5.40657 2.59412  0.419
H: -0.62508 3.30993 2.76137  0.350
F: -4.66122 1.83871 -1.06300  -0.412
Te: -3.21807 1.37369 0.01714  2.281
F: -1.94422 1.20946 1.46699  -0.599
F: -4.38024 0.66468 1.28367  -0.404
F: -3.36827 -0.35993 -0.69379  -0.461
F: -3.57420 3.02800 0.82740  -0.438
O: -1.81995 1.79383 -1.01148  -0.859
O: -0.78570 -0.83855 0.29981  -0.739
S: -0.41112 -1.78616 -0.79806  0.212
C: 1.21787 -2.40031 -0.38839  0.177
C: 1.57309 -2.58129 0.93952  -0.405
C: 2.85364 -3.01460 1.23693  -0.727
C: 3.76292 -3.26210 0.21284  -0.384
C: 3.39798 -3.06908 -1.11075  -0.706
C: 2.11662 -2.62579 -1.41667  0.056
C: -1.33973 -3.27804 -0.44002  0.706
C: -1.08184 -4.44732 -1.14137  -0.530
C: -1.84395 -5.57201 -0.87481  -0.570
C: -2.85762 -5.51629 0.07483  -0.451
C: -3.11227 -4.33599 0.75572  -0.656
C: -2.35282 -3.20113 0.49875  -0.211
H: 0.85366 -2.36629 1.71987  0.430
H: 3.14717 -3.16251 2.26813  0.406
H: 4.76198 -3.60344 0.45177  0.396
H: 4.11026 -3.25253 -1.90447  0.388
H: 1.82257 -2.44297 -2.44326  0.483
H: -0.29012 -4.48244 -1.88074  0.354
H: -1.65068 -6.49240 -1.41002  0.379
H: -3.45429 -6.39632 0.27637  0.376
H: -3.91029 -4.28951 1.48485  0.403
H: -2.54300 -2.26285 1.00213  0.363

=====

- Which of these has the highest largest force on an atom?
  C20H20ClN3O3

=====

- Which of these has the highest largest force on an atom?
  C20H20ClN3O3

=====

- Which of these has the lowest E?
  C20H20BFeN10O6

=====

- What is the E in the fourth record?
  -1937.7470 a.u.